Entry 1:
Below is C19H18FeNO3 as an isolated structure, with properties calculated with the ωB97M-V functional and the def2-TZVPD basis.

Computed properties:
**Highest occupied orbital energy (alpha / beta)**: -9.910 / -10.918 eV
**Charge**: +1
**Spin multiplicity**: 5
**Orbital gap (alpha / beta)**: 5.25 / 4.94 eV
**⟨S²⟩**: 6.09

Last column: natural (NBO) charge in e.
Geometry (Å):
C -2.72943 -1.17825 1.65684  -0.7163
C -1.49687 -1.98469 1.44792  0.5554
C -1.45034 -3.38835 1.92160  -0.7164
N -0.46783 -1.43860 0.83840  -0.3335
C 0.91402 -1.66191 1.19222  0.1729
C 1.75359 -0.55878 1.42909  -0.2379
C 3.11209 -0.75197 1.68184  -0.1846
C 3.63482 -2.04506 1.72311  -0.1788
C 2.78899 -3.14566 1.56225  -0.1763
C 1.43873 -2.95233 1.27209  -0.2538
H -3.53380 -1.85765 1.94991  0.2554
H -2.57965 -0.46938 2.48669  0.2862
H -3.08168 -0.60310 0.79050  0.2669
H -2.44954 -3.66839 2.26891  0.2557
H -1.18845 -4.09590 1.11550  0.2691
H -0.76379 -3.53992 2.76339  0.2873
H 1.31927 0.44145 1.40064  0.2398
H 3.74039 0.12479 1.85121  0.2392
H 4.70450 -2.19192 1.88385  0.2391
H 3.16953 -4.15988 1.64899  0.2370
H 0.78434 -3.80346 1.09182  0.2214
O -0.40217 6.52550 -3.77375  -0.4677
C -0.13338 5.55576 -3.19308  0.4739
Fe -0.20933 4.01766 -2.34634  0.1476
C -1.63400 4.36886 -1.34413  0.4307
O -2.58033 4.35384 -0.66115  -0.4953
C -1.62026 3.40881 -3.26403  0.4345
O -2.56794 2.87647 -3.69632  -0.4795
C -0.73070 -0.48476 -0.23516  -0.1582
C 0.18891 -0.70723 -1.39802  -0.0904
C 0.43020 0.16919 -2.42738  -0.2437
C 0.78453 1.53182 -2.40769  -0.2100
C 0.79254 2.34244 -1.25378  -0.3537
C 0.07576 1.97243 -0.04079  -0.1940
C -0.74057 0.93021 0.25857  -0.1741
H -1.74720 -0.69588 -0.61609  0.2545
H 0.51872 -1.75375 -1.49497  0.2075
H 0.44167 -0.27491 -3.42555  0.2368
H 1.19533 1.94499 -3.34456  0.2440
H 1.65139 3.02629 -1.08324  0.2563
H 0.17803 2.74724 0.73622  0.2415
H -1.51010 1.07397 1.03449  0.2117

=====

Entry 2:
Below is C19H18I2N2OPdSi as an isolated structure, with properties calculated with the ωB97M-V functional and the def2-TZVPD basis.

Computed properties:
**Highest occupied orbital energy**: -6.782 eV
**Spin multiplicity**: 1
**Orbital gap**: 6.26 eV

Last column: natural (NBO) charge in e.
Geometry (Å):
Pd -0.10370 -0.05096 -0.06601  0.4036
I 0.49243 -0.72479 5.42294  0.1332
C 1.86493 -0.39676 3.89868  -0.2842
C 3.21290 -0.23035 4.21670  -0.2043
C 4.15951 -0.01074 3.24753  -0.2257
I 6.15390 0.19047 3.82597  0.1209
C 3.76607 0.06834 1.89062  -0.1289
C 4.65614 0.30671 0.82024  -0.1166
C 4.19645 0.38045 -0.46330  -0.2722
C 2.82276 0.24508 -0.69557  0.0478
N 1.96408 0.03148 0.27990  -0.4719
C 2.39422 -0.08936 1.56850  0.1567
C 1.36946 -0.36474 2.58330  0.3421
O 0.16201 -0.53895 2.26558  -0.7562
H 3.51151 -0.28383 5.25515  0.2321
H 5.71013 0.42797 1.03191  0.2308
H 4.86491 0.55593 -1.29414  0.2268
H 2.41414 0.32322 -1.69418  0.2084
N -2.06997 -0.10447 -0.57649  -0.3960
C -3.20155 -0.03428 -0.40313  0.4267
C -4.61764 0.05358 -0.18635  -0.2067
C -5.25633 -0.95278 0.53460  -0.1495
C -6.61930 -0.85870 0.75751  -0.2045
C -7.32991 0.22842 0.26700  -0.1722
C -6.68667 1.22861 -0.45006  -0.2242
C -5.32475 1.14644 -0.68238  -0.1032
H -4.68492 -1.78641 0.91876  0.2359
H -7.12469 -1.63228 1.31886  0.2276
H -8.39459 0.29815 0.44678  0.2235
H -7.24525 2.07387 -0.82771  0.2258
H -4.80964 1.91735 -1.23873  0.2215
C 1.18897 2.91470 1.02033  -1.1580
Si -0.04776 2.22638 -0.19271  1.5615
C 0.37407 2.78346 -1.92413  -1.1561
C -1.74190 2.84839 0.29306  -1.1509
H 1.09813 4.00581 1.02722  0.2382
H 2.21630 2.66723 0.75555  0.2390
H 0.99675 2.55458 2.03245  0.2562
H 0.35607 3.87587 -1.98508  0.2367
H -0.33347 2.38618 -2.65300  0.2412
H 1.37466 2.45056 -2.20589  0.2355
H -1.71262 3.93730 0.39617  0.2384
H -2.04385 2.42383 1.25231  0.2504
H -2.49524 2.60312 -0.45322  0.2206

=====

Entry 3:
Below is one molecule with the formula C19H18N2O5S, with properties calculated with the ωB97M-V functional and the def2-TZVPD basis.

Computed properties:
**Highest occupied orbital energy**: -8.381 eV
**Spin multiplicity**: 1
**Orbital gap**: 8.90 eV
**Structure (SMILES)**: COc1cc(OC)cc(C(=O)NCC(=O)OCc2nc3ccccc3s2)c1

Last column: natural (NBO) charge in e.
Geometry (Å):
C -2.29195 -1.90876 2.72126  -0.2524
O -1.04840 -1.31249 2.44025  -0.4975
C -1.02484 -0.20103 1.65626  0.3319
C -2.14348 0.39479 1.09994  -0.3691
C -2.00564 1.51455 0.27647  0.4163
O -3.16642 2.00130 -0.23544  -0.5110
C -3.09698 3.10157 -1.11326  -0.2534
C -0.74758 2.03613 0.02425  -0.3275
C 0.37698 1.44364 0.59527  -0.0996
C 1.70781 1.96685 0.17027  0.6752
O 1.85962 2.56170 -0.87684  -0.6073
N 2.73922 1.75448 1.04195  -0.6041
C 4.08841 1.69770 0.53564  -0.3329
C 4.38168 0.32350 -0.06757  0.7962
O 5.17076 0.09628 -0.93839  -0.5718
O 3.61184 -0.60258 0.52408  -0.5192
C 3.43566 -1.85877 -0.12493  -0.1329
C 2.00877 -1.91751 -0.55841  0.0857
N 1.46953 -1.03489 -1.30435  -0.4372
C 0.13315 -1.23570 -1.46793  0.1742
C -0.72888 -0.42840 -2.20342  -0.2040
C -2.06426 -0.76327 -2.25501  -0.2193
C -2.54985 -1.89102 -1.59507  -0.2089
C -1.71131 -2.70917 -0.86394  -0.2213
C -0.37028 -2.37225 -0.79512  -0.2418
S 0.91810 -3.16107 0.06099  0.3714
C 0.24240 0.33078 1.40723  -0.2781
H -2.79906 -2.22526 1.80480  0.1784
H -2.06748 -2.78149 3.33239  0.2005
H -2.94306 -1.23031 3.28122  0.1791
H -3.13878 0.01536 1.25899  0.2324
H -2.68633 3.98559 -0.61636  0.1809
H -2.49469 2.87012 -1.99658  0.1787
H -4.12378 3.30175 -1.41545  0.1995
H -0.59022 2.88433 -0.62092  0.2433
H 2.55093 1.18045 1.84897  0.3978
H 4.80553 1.91647 1.33049  0.2289
H 4.19137 2.43972 -0.26035  0.2644
H 4.11539 -1.91384 -0.98431  0.2426
H 3.66335 -2.65330 0.58951  0.2041
H -0.33019 0.43824 -2.70475  0.2356
H -2.75093 -0.14644 -2.81451  0.2170
H -3.60113 -2.12958 -1.65651  0.2163
H -2.08315 -3.58691 -0.35782  0.2186
H 1.08820 -0.19125 1.82701  0.2202

=====

Entry 4:
Below is one molecule with the formula C19H18N6O3S, with properties calculated with the ωB97M-V functional and the def2-TZVPD basis.

Computed properties:
**Highest occupied orbital energy**: -8.746 eV
**Spin multiplicity**: 1
**Orbital gap**: 8.89 eV
**Structure (SMILES)**: Cc1cc(S(=O)(=O)N(Cc2ccccn2)Cc2ccco2)ccc1-n1cnnn1

Last column: natural (NBO) charge in e.
Geometry (Å):
C -1.76794 -1.88298 1.23583  -0.6394
C -1.49351 -0.94628 0.10588  -0.0372
C -0.19415 -0.54199 -0.17284  -0.1249
C 0.06486 0.33273 -1.20705  -0.3453
S 1.74962 0.89710 -1.43966  2.3391
O 1.71161 2.04671 -2.30079  -0.9432
O 2.59718 -0.19486 -1.81339  -0.9291
N 2.13179 1.35682 0.10778  -0.6937
C 3.33398 0.91554 0.77744  -0.2365
C 3.55235 -0.56589 0.61534  0.2359
C 4.74061 -1.06342 0.09063  -0.2316
C 4.89765 -2.43261 -0.02424  -0.1545
C 3.86884 -3.26186 0.39486  -0.2585
C 2.73123 -2.67017 0.91376  0.0477
N 2.57638 -1.36165 1.03242  -0.4624
C 1.43256 2.53237 0.58271  -0.2808
C 0.21988 2.15118 1.37226  0.2708
C 0.07735 1.49884 2.56254  -0.3055
C -1.31504 1.35039 2.77215  -0.3142
C -1.91514 1.91910 1.69367  0.0868
O -0.99683 2.40404 0.84061  -0.4065
C -0.94437 0.83063 -2.00561  -0.1730
C -2.24584 0.43943 -1.75210  -0.2304
C -2.51571 -0.43618 -0.70445  0.2047
N -3.85394 -0.78852 -0.46840  -0.2284
C -4.85345 -0.99640 -1.36520  0.1534
N -5.94774 -1.26729 -0.70787  -0.2888
N -5.62728 -1.21681 0.57976  -0.0568
N -4.40603 -0.94323 0.74398  -0.0607
H -2.35217 -2.73866 0.89993  0.2254
H -2.34463 -1.37953 2.00899  0.2503
H -0.83277 -2.23437 1.66070  0.2188
H 0.63489 -0.89007 0.42830  0.2599
H 3.20913 1.12973 1.84376  0.2229
H 4.21440 1.45956 0.40620  0.1955
H 5.51500 -0.38801 -0.23674  0.2187
H 5.80493 -2.84718 -0.43871  0.2191
H 3.94675 -4.33492 0.31795  0.2221
H 1.89797 -3.26880 1.26080  0.1902
H 1.11767 3.10572 -0.29361  0.2534
H 2.10946 3.14877 1.18146  0.2253
H 0.86198 1.16475 3.20912  0.2278
H -1.79636 0.89091 3.61042  0.2330
H -2.94692 2.04608 1.43346  0.2096
H -0.70220 1.52585 -2.79244  0.2479
H -3.05700 0.83282 -2.34616  0.2216
H -4.74307 -0.96631 -2.42713  0.2214

=====

Entry 5:
Below is C19H19Br2N4O4S5Tm as an isolated structure, with properties calculated with the ωB97M-V functional and the def2-TZVPD basis.

Computed properties:
**Highest occupied orbital energy (alpha / beta)**: -6.798 / -6.796 eV
**Spin multiplicity**: 3
**Orbital gap (alpha / beta)**: 6.82 / 6.82 eV
**⟨S²⟩**: 2.00

Last column: natural (NBO) charge in e.
Geometry (Å):
Tm -0.46618 -0.26075 0.47671  1.5450
O 5.82522 2.05574 0.12081  -0.6398
C 4.66483 1.40275 0.21331  0.3642
C 4.34642 0.53759 1.26046  -0.2851
C 3.11629 -0.09118 1.27082  0.0660
N 2.20869 0.06749 0.30640  -0.5341
C 2.55084 0.86368 -0.69544  0.2090
Br 1.22270 0.94822 -2.07040  0.1432
C 3.72498 1.56327 -0.81138  -0.3357
H 6.38859 1.88297 0.88717  0.4899
H 5.05338 0.36405 2.05696  0.2128
H 2.82917 -0.75071 2.07964  0.2322
H 3.91450 2.21804 -1.64300  0.2481
N 1.16141 -2.33019 -1.10066  -0.8331
C 1.78752 -3.31426 -0.19878  -0.2050
C 0.77960 -3.76932 0.87033  -0.5056
C 0.00439 -2.50057 1.18621  0.7892
O 0.53254 -1.60918 1.89231  -0.7095
O -1.06373 -2.30149 0.56479  -0.7216
H 0.38379 -2.77889 -1.58914  0.3710
H 1.83733 -2.06414 -1.81591  0.3812
H 2.62543 -2.81114 0.29553  0.2012
H 2.17405 -4.19113 -0.73904  0.1874
H 1.29555 -4.15985 1.74469  0.2386
H 0.08789 -4.51457 0.47777  0.2243
C -3.64578 4.75638 -0.77918  -0.6348
C -3.34488 3.34463 -1.14839  -0.0261
C -4.28610 2.52056 -1.75711  -0.1320
C -3.94681 1.22321 -2.11245  -0.2633
C -2.67159 0.80938 -1.79538  0.1803
Br -2.03260 -0.95264 -2.22837  0.1348
N -1.77033 1.53966 -1.16175  -0.4878
C -2.09818 2.79294 -0.86824  0.0770
H -4.45437 5.15265 -1.38624  0.2185
H -2.76323 5.38041 -0.89714  0.2246
H -3.94958 4.79684 0.26572  0.2437
H -5.28225 2.88939 -1.94835  0.2251
H -4.64390 0.56334 -2.60168  0.2393
H -1.33314 3.36826 -0.36244  0.2250
C 4.34167 2.00121 4.47965  -0.7499
S 3.08803 2.66768 3.33472  0.2904
C 1.70520 1.68043 3.78908  -0.4532
C 0.61899 1.54308 2.99473  -0.3815
S 0.44254 2.20166 1.41623  -0.3251
S -0.72039 0.61409 3.68286  0.5142
C 0.07378 0.16161 5.16673  -0.5550
S -0.59893 -0.81111 6.28944  -0.0518
S 1.65317 0.87781 5.35157  0.4202
H 5.26681 2.51916 4.24733  0.2273
H 4.44348 0.93087 4.32358  0.2117
H 4.04804 2.21047 5.50536  0.2289
O -4.41630 1.60309 1.51904  -0.6094
C -3.44164 0.96011 1.37676  0.8152
N -2.46574 0.31926 1.19219  -0.9400

=====

Copy entry 5 word for word.
Below is C19H19Br2N4O4S5Tm as an isolated structure, with properties calculated with the ωB97M-V functional and the def2-TZVPD basis.

Computed properties:
**Highest occupied orbital energy (alpha / beta)**: -6.798 / -6.796 eV
**Spin multiplicity**: 3
**Orbital gap (alpha / beta)**: 6.82 / 6.82 eV
**⟨S²⟩**: 2.00

Last column: natural (NBO) charge in e.
Geometry (Å):
Tm -0.46618 -0.26075 0.47671  1.5450
O 5.82522 2.05574 0.12081  -0.6398
C 4.66483 1.40275 0.21331  0.3642
C 4.34642 0.53759 1.26046  -0.2851
C 3.11629 -0.09118 1.27082  0.0660
N 2.20869 0.06749 0.30640  -0.5341
C 2.55084 0.86368 -0.69544  0.2090
Br 1.22270 0.94822 -2.07040  0.1432
C 3.72498 1.56327 -0.81138  -0.3357
H 6.38859 1.88297 0.88717  0.4899
H 5.05338 0.36405 2.05696  0.2128
H 2.82917 -0.75071 2.07964  0.2322
H 3.91450 2.21804 -1.64300  0.2481
N 1.16141 -2.33019 -1.10066  -0.8331
C 1.78752 -3.31426 -0.19878  -0.2050
C 0.77960 -3.76932 0.87033  -0.5056
C 0.00439 -2.50057 1.18621  0.7892
O 0.53254 -1.60918 1.89231  -0.7095
O -1.06373 -2.30149 0.56479  -0.7216
H 0.38379 -2.77889 -1.58914  0.3710
H 1.83733 -2.06414 -1.81591  0.3812
H 2.62543 -2.81114 0.29553  0.2012
H 2.17405 -4.19113 -0.73904  0.1874
H 1.29555 -4.15985 1.74469  0.2386
H 0.08789 -4.51457 0.47777  0.2243
C -3.64578 4.75638 -0.77918  -0.6348
C -3.34488 3.34463 -1.14839  -0.0261
C -4.28610 2.52056 -1.75711  -0.1320
C -3.94681 1.22321 -2.11245  -0.2633
C -2.67159 0.80938 -1.79538  0.1803
Br -2.03260 -0.95264 -2.22837  0.1348
N -1.77033 1.53966 -1.16175  -0.4878
C -2.09818 2.79294 -0.86824  0.0770
H -4.45437 5.15265 -1.38624  0.2185
H -2.76323 5.38041 -0.89714  0.2246
H -3.94958 4.79684 0.26572  0.2437
H -5.28225 2.88939 -1.94835  0.2251
H -4.64390 0.56334 -2.60168  0.2393
H -1.33314 3.36826 -0.36244  0.2250
C 4.34167 2.00121 4.47965  -0.7499
S 3.08803 2.66768 3.33472  0.2904
C 1.70520 1.68043 3.78908  -0.4532
C 0.61899 1.54308 2.99473  -0.3815
S 0.44254 2.20166 1.41623  -0.3251
S -0.72039 0.61409 3.68286  0.5142
C 0.07378 0.16161 5.16673  -0.5550
S -0.59893 -0.81111 6.28944  -0.0518
S 1.65317 0.87781 5.35157  0.4202
H 5.26681 2.51916 4.24733  0.2273
H 4.44348 0.93087 4.32358  0.2117
H 4.04804 2.21047 5.50536  0.2289
O -4.41630 1.60309 1.51904  -0.6094
C -3.44164 0.96011 1.37676  0.8152
N -2.46574 0.31926 1.19219  -0.9400

=====

Question: What is the formula in the fourth record?
Answer: C19H18N6O3S